No. 1
ORCA calculation (ωB97M-V/def2-TZVPD) on the molecule C3H4N4O.

Structure (ORCA input):
```
! wB97M-V def2-TZVPD RIJCOSX def2/J DEFGRID3
* xyz 0 1
H -1.4039 -0.2806 2.5463
N -0.4527 -1.0280 2.5284
C 0.0250 -0.9403 1.3708
N -0.1606 -0.0957 0.2503
N -0.7875 1.1329 0.2960
C -0.3555 1.8873 -0.7478
O 0.3055 0.9709 -1.5891
C 0.4092 -0.1644 -0.9558
N 0.9036 -1.2866 -1.4468
H 1.1091 -1.2238 -2.5050
H 0.9090 -1.8100 1.3051
H -0.5012 2.8383 -1.0524
*
```

- ΔE to the lowest compared entry with this formula, charge and spin (kJ/mol) = 375.4
- largest force on an atom (eV/A) = 9.71
- HOMO (eV) = -8.9

natural (NBO) population analysis, charges in e, atoms 1 to 2: H 0.323; N -0.583


No. 2
ORCA calculation (ωB97M-V/def2-TZVPD) on a structure of composition C15H11BF4I2IrN2O.

Structure (ORCA input):
```
! wB97M-V def2-TZVPD RIJCOSX def2/J DEFGRID3
* xyz 1 5
Ir -0.2184 -0.1820 -0.2681
I -2.2538 -1.7094 4.3854
C -1.6134 0.2000 3.8385
C -1.7533 1.2917 4.6782
C -1.3259 2.5489 4.2981
I -1.5400 4.1174 5.6857
C -0.7589 2.7696 3.0101
C -0.3334 4.0153 2.5114
C 0.1721 4.0973 1.2364
C 0.2679 2.9413 0.4571
N -0.0964 1.7618 0.9138
C -0.6101 1.6515 2.1546
C -1.0066 0.3174 2.5631
O -0.8116 -0.6837 1.8196
H -2.2032 1.1470 5.6488
H -0.4070 4.8990 3.1287
H 0.4996 5.0391 0.8296
H 0.6503 2.9810 -0.5538
F -3.7704 -0.9483 -2.7086
B -2.7627 -0.4201 -3.3563
F -2.8156 0.8365 -3.7220
F -1.8908 -1.2198 -3.9323
F -1.5684 -0.1021 -1.7293
N 1.9475 -1.0500 -0.3976
C 1.8938 -1.9316 -1.5311
C 2.9830 -2.1144 -2.3744
C 2.8749 -3.0029 -3.4315
C 1.6832 -3.6751 -3.6617
C 0.5788 -3.4552 -2.8461
C 0.6947 -2.6032 -1.7665
H 2.7513 -0.4259 -0.4602
H 2.0098 -1.5829 0.4723
H 3.9063 -1.5817 -2.1996
H 3.7246 -3.1688 -4.0763
H 1.6079 -4.3673 -4.4849
H -0.3607 -3.9441 -3.0505
H -0.1449 -2.4462 -1.0806
*
```

- ΔE to the lowest compared entry with this formula, charge and spin (kJ/mol) = 57.3
- largest force on an atom (eV/A) = 1.17
- HOMO (alpha / beta) (eV) = -11.7 / -12.0

natural (NBO) population analysis, charges in e, atoms 1 to 2: Ir 1.342; I 0.325


No. 3
ORCA calculation (ωB97M-V/def2-TZVPD) on a cluster of 2 separate species, C2H6NO2 in total.

Structure (ORCA input):
```
! wB97M-V def2-TZVPD RIJCOSX def2/J DEFGRID3
* xyz 1 1
C -1.1896 -0.1452 0.8903
C -0.4542 0.2610 -0.2337
N 0.0895 1.0193 -1.1419
O -1.1960 -0.8013 -0.3761
O 1.3383 -0.8485 0.3994
H -0.7369 -0.7400 1.6884
H -2.1008 0.3466 1.1140
H 0.4207 0.4364 -1.9380
H 1.6786 -0.9559 1.2666
H 0.1460 2.0233 -1.3381
H 2.0044 -0.5958 -0.3308
*
```

- ΔE to the lowest compared entry with this formula, charge and spin (kJ/mol) = 302.1
- largest force on an atom (eV/A) = 3.51
- HOMO (eV) = -16.5

natural (NBO) population analysis, charges in e, atoms 1 to 2: C -0.095; C 0.726


No. 4
ORCA calculation (ωB97M-V/def2-TZVPD) on a cluster of 2 separate species, C6H12O2 in total.

Structure (ORCA input):
```
! wB97M-V def2-TZVPD RIJCOSX def2/J DEFGRID3
* xyz 0 1
C -0.9205 1.9034 0.7389
C -0.5794 0.8043 1.3768
C 0.4852 0.5382 2.3845
O -1.0677 -0.4813 0.8374
H -0.4009 2.8234 0.9538
H -1.5260 1.6778 -0.2800
H 1.2418 -0.1380 1.9866
H 0.9720 1.4717 2.6622
H 0.0543 0.0655 3.2687
H -1.9995 -0.3511 0.6133
C 1.2842 -1.5300 -1.1462
C 0.5206 -0.3126 -1.6559
C -0.9695 -0.4495 -1.5009
O -1.7360 0.5250 -1.5918
H 1.0022 -2.4252 -1.6997
H 1.0736 -1.7047 -0.0932
H 2.3571 -1.3713 -1.2416
H 0.8402 0.5989 -1.1478
H 0.7120 -0.1829 -2.7294
H -1.3437 -1.4615 -1.7357
*
```

- ΔE to the lowest compared entry with this formula, charge and spin (kJ/mol) = 261.1
- largest force on an atom (eV/A) = 3.40
- HOMO (eV) = -9.2

natural (NBO) population analysis, charges in e, atoms 1 to 2: C -0.522; C 0.296


No. 5
ORCA calculation (ωB97M-V/def2-TZVPD) on a structure of composition CH4Cl3N2PS2.

Structure (ORCA input):
```
! wB97M-V def2-TZVPD RIJCOSX def2/J DEFGRID3
* xyz 0 1
C 3.2069 -0.6555 -1.8638
N -1.1661 0.1392 -0.5551
N 0.8931 -0.0188 0.8924
P 0.4140 0.7575 -0.5187
S 0.9224 2.6314 -0.8589
S 1.5546 -1.2830 -1.9633
Cl 3.6731 0.4182 -0.4069
Cl 3.8085 0.2486 -3.3783
Cl 4.2775 -2.0559 -1.9917
H -1.1436 -0.7925 -0.2253
H -1.7665 0.2218 -1.2719
H 1.8717 -0.0667 0.9380
H 0.5800 -1.0214 0.9133
*
```

- ΔE to the lowest compared entry with this formula, charge and spin (kJ/mol) = 166.2
- largest force on an atom (eV/A) = 4.59
- HOMO (eV) = -9.3

natural (NBO) population analysis, charges in e, atoms 1 to 2: C -0.295; N -1.116


Question: Which value of largest force on an atom does entry 4 give?
Answer: 3.40 eV/A


Question: Number 2 is which compound?
Answer: C15H11BF4I2IrN2O